The following is a quantum chemistry calculation of a molecular structure, C16H44FeO6 in a non-equilibrium geometry, from the Open Molecules 2025 dataset.

```
67
Properties=species:S:1:pos:R:3:forces:R:3
Fe -0.13649 -0.34490 -0.12546 0.5 0.7 0.0
O -1.61149 0.68510 0.81854 -1.2 -6.6 -9.9
O -0.72849 -0.08990 -2.08546 -4.2 4.0 8.8
O 0.66251 -0.80290 1.80654 -7.8 -3.4 -4.5
O 1.63651 -1.17090 -0.76646 -2.8 11.7 -0.1
O 0.89851 1.53510 -0.60746 3.8 -10.5 0.7
O -1.50849 -1.82090 0.12454 -0.5 -0.2 1.5
C -0.38749 -0.61090 -3.17346 4.3 -4.4 -7.9
C -1.53749 1.41610 1.80354 -0.1 6.0 11.6
C 0.64451 2.74510 -0.87746 0.6 9.2 -1.0
C 0.79551 -3.29890 -0.90946 1.3 -0.5 0.9
C 2.90551 -2.86990 0.44754 -1.8 -0.5 -1.2
C -1.39449 -1.57590 -3.75946 1.2 0.1 -3.2
C -2.39249 2.64610 1.67954 -0.8 3.1 0.6
C 1.31151 -0.39590 3.92654 2.2 -2.0 -0.7
C 1.96451 -2.36190 -0.70546 4.0 -11.6 -0.8
C -2.06449 0.56510 3.03254 -0.3 0.0 0.8
C 1.72851 -0.46990 2.40454 6.8 4.0 6.1
C -2.45749 -2.53990 -0.67346 -2.8 -0.7 -1.4
C -0.68949 3.05310 -1.41146 0.7 -0.3 -3.2
C -0.09849 0.50310 -4.10646 2.5 1.4 -1.9
C 2.23051 0.94410 2.12654 -0.4 1.6 1.2
C 0.96951 3.54110 0.37854 1.1 1.0 0.1
H 1.48151 1.81710 2.27654 0.8 -1.9 -0.3
H 3.53451 -2.13790 0.85954 0.8 1.1 0.5
H 1.88451 1.47510 -0.86146 -2.0 -0.7 1.2
H -2.13949 1.11910 3.99654 -0.1 -0.1 -0.9
H 0.36651 -1.54390 2.41354 -0.7 0.6 -1.4
H 3.53451 -3.61290 0.01254 0.6 -0.5 -0.4
H -2.27149 -1.05690 -4.29646 1.4 -0.8 0.7
H -1.50249 2.49510 -1.07846 -1.3 -1.3 0.6
H 3.00251 1.23410 2.86354 -0.2 -0.6 -0.2
H 0.19751 -2.98690 -1.71146 -1.0 0.5 -1.3
H -2.20049 -3.58590 -0.90446 0.6 0.6 0.0
H -0.61349 3.09610 -2.52446 -0.5 -0.8 0.5
H 0.28851 0.09610 -5.09646 -0.9 0.8 1.0
H -0.95249 4.03610 -1.28246 -0.5 2.5 1.0
H 2.71051 1.10710 1.19954 0.5 0.0 -1.3
H 1.98951 3.36810 0.82654 -0.8 0.2 -1.0
H 0.64851 0.37810 4.18954 -0.3 1.6 0.0
H 0.61951 -1.07490 -3.09846 -0.7 -0.5 0.5
H 0.87551 4.59110 0.12254 0.1 0.3 0.4
H 0.68651 -1.27290 4.12754 0.4 -0.6 0.4
H -2.83849 -1.98490 -1.57146 1.0 -0.4 0.9
H -2.75449 3.08310 2.65354 0.8 -0.7 -0.6
H 2.29351 -0.69790 -1.30546 -0.4 0.5 0.3
H 0.21151 -3.49390 -0.03646 -0.3 -0.2 0.6
H 1.28751 -4.19890 -1.21546 -0.2 -0.9 -0.1
H -0.97149 1.13110 -4.17146 -0.7 0.2 -0.8
H -0.52249 1.70410 2.06154 0.2 -0.1 -0.3
H -2.58149 0.48410 0.72554 0.8 -0.2 -0.6
H -1.94649 -1.98290 1.00454 1.4 0.7 -0.6
H 0.29751 3.29110 1.17754 -0.6 0.1 0.2
H -1.72949 -2.35590 -3.15946 -0.7 -0.9 1.6
H -3.35949 2.49610 1.18354 0.2 -0.5 -0.3
H -1.92849 3.55110 1.17454 -0.3 -1.3 0.3
H 2.51251 -1.24290 2.27354 -0.1 0.7 0.2
H -3.07749 0.13710 2.80454 0.5 0.6 0.1
H 2.53651 -2.54790 -1.64746 0.1 -0.2 0.6
H -1.43949 -0.30090 3.30654 0.0 0.2 -0.5
H -0.73049 -2.20490 -4.45646 -1.4 1.2 0.1
H -1.49049 0.47810 -2.38146 0.4 0.1 1.3
H 2.27551 -0.42290 4.48354 -1.1 0.1 0.2
H 2.33351 -3.41990 1.18654 -0.1 0.2 0.5
H -3.35749 -2.61690 -0.05346 0.0 -0.1 -0.1
H 1.38751 3.04510 -1.67646 -0.8 0.3 0.6
H 0.71151 1.24710 -3.74146 -1.0 -1.4 -0.3
```
Positions in Å, forces in eV/Å.

Results
charge	+3
multiplicity	6
lowest unoccupied orbital energy (spin up / spin down)	-9.1 / -13.7	eV
expectation value of S²	8.76
DFT total energy	-2349.81708	a.u.
ΔE to the lowest compared entry with this formula, charge and spin	0.0	kJ/mol


The following is a quantum chemistry calculation of a molecular structure, ClH3O3SSi in a non-equilibrium geometry, from the Open Molecules 2025 dataset.

```
9
Properties=species:S:1:pos:R:3:forces:R:3
Cl -0.81729 2.20818 -1.99549 -0.3 -0.2 -0.5
S -0.26178 1.29747 -0.32378 1.5 -0.7 -1.6
Si 0.30256 -1.34296 0.36922 0.1 -0.9 0.7
O 1.09518 1.69688 -0.12623 -0.2 -1.0 -0.2
O -1.19007 1.62406 0.66707 -1.5 -0.4 1.2
O -0.39058 -0.31343 -0.80006 0.6 3.3 1.5
H 1.14650 -0.78425 1.48335 0.2 0.3 -1.1
H 0.77007 -2.39854 -0.50691 0.7 -0.1 -0.1
H -0.65460 -1.98742 1.23285 -1.0 -0.1 0.1
```
Positions in Å, forces in eV/Å.

Results
lowest unoccupied orbital energy	0.0	eV
DFT total energy	-1375.37021	a.u.
ΔE to the lowest compared entry with this formula, charge and spin	240.6	kJ/mol


The following is a quantum chemistry calculation of a molecular structure, C44H41N5OsP2 in a non-equilibrium geometry, from the Open Molecules 2025 dataset.

```
93
Properties=species:S:1:pos:R:3:forces:R:3
Os -0.89097 -0.96502 -0.28985 -0.4 -0.8 0.5
P 1.52893 -0.84732 -0.61265 1.6 0.2 -0.2
P -0.91017 1.49118 -0.44215 0.2 1.4 -0.1
N -3.06137 -1.03502 -0.39545 0.8 -0.5 -0.1
N -0.80917 -1.60822 2.02565 -0.1 0.0 0.0
N -0.95317 -3.12132 -0.72625 -0.6 0.9 0.1
N -3.31927 -3.36242 -0.84505 -0.2 -0.1 0.0
N 1.91693 1.94868 -0.24565 0.7 0.7 0.9
C 3.99533 4.40918 2.41715 0.0 -0.1 0.0
C -1.85337 2.22988 -1.81835 -0.1 -0.4 -0.1
C -3.72857 0.11818 -0.18125 -0.9 1.0 0.1
C -5.22197 -1.99942 -0.87585 0.2 0.2 0.0
C -2.05867 -3.88652 -0.80625 -0.1 -0.7 0.0
C -0.68947 -2.12542 4.53255 0.0 -0.3 1.5
C -5.08367 0.29128 -0.31805 0.5 0.0 0.1
C 2.31813 -1.65572 -2.03385 -0.5 -0.1 0.0
C 2.61513 2.72928 0.65455 -0.2 -0.3 -0.3
C -1.89047 1.69608 2.17275 0.1 0.0 -0.2
C 0.36533 -5.14122 -0.89945 0.0 0.5 0.1
C 2.48443 0.79478 -0.84395 0.1 -0.6 -0.5
C 3.68623 -1.94062 -2.03425 -0.2 0.1 0.2
C 4.68663 3.70708 1.43085 0.1 -0.3 -0.4
C 2.99483 -2.68242 0.98335 0.0 0.1 -0.1
C -0.78027 -5.93722 -0.92435 -0.1 0.4 -0.1
C 3.58603 -3.06502 2.17555 -0.1 0.0 0.1
C 2.31253 -1.46702 0.91025 -0.5 0.0 0.0
C -1.99257 -5.29502 -0.87225 0.2 0.2 0.0
C 1.55183 -1.89542 -3.17745 -0.1 0.1 0.3
C 3.50313 -2.73822 -4.29445 -0.1 0.0 0.1
C -1.91277 4.47238 2.18515 0.1 0.0 -0.1
C 2.16263 -0.67842 2.05625 0.1 0.0 -0.2
C 2.72863 -1.08712 3.24855 0.0 0.0 0.1
C 3.44923 -2.27482 3.30815 0.0 0.0 -0.1
C -5.86457 -0.79952 -0.70345 0.3 -0.2 0.0
C 0.21943 -3.77982 -0.77865 1.1 -0.8 -0.1
C -1.93947 2.74028 -4.17275 -0.2 0.1 -0.1
C 2.14823 -2.42992 -4.30435 0.0 0.0 -0.1
C 4.26663 -2.49822 -3.15885 0.0 0.1 -0.1
C -0.75827 -1.86402 3.14955 -0.1 0.4 -2.0
C -2.92767 3.68788 -3.92155 0.0 -0.1 0.1
C -2.92147 3.10238 -1.59335 0.3 0.0 0.1
C -1.47697 3.79888 1.05845 0.0 -0.1 -0.1
C -1.45447 2.40058 1.05005 0.0 -0.6 0.0
C 4.02033 2.86108 0.57355 0.6 0.0 0.1
C -2.35997 2.38308 3.27965 0.0 0.0 0.1
C 1.92593 3.45098 1.65015 -0.2 0.5 0.4
C 2.61123 4.26078 2.52455 -0.4 -0.2 -0.1
C -1.40417 2.01258 -3.12685 0.0 0.0 0.2
C -2.35827 3.76928 3.29405 0.0 -0.1 0.0
C -3.82377 -2.10112 -0.71185 -0.6 0.0 0.0
C -3.42777 3.85688 -2.63655 0.0 -0.1 -0.1
C 0.70853 2.39858 -0.84975 -1.1 -0.2 -0.1
H -2.72527 1.84268 4.13685 0.0 -0.1 0.1
H 1.10573 -3.16622 -0.76115 -0.2 -0.3 0.1
H -1.90367 5.55018 2.18675 -0.1 0.2 0.0
H 3.47623 0.58978 -0.42945 -0.2 -0.1 -0.1
H -1.17177 4.36948 0.19245 0.0 0.1 -0.1
H 1.60323 0.25178 2.00115 0.0 0.0 0.1
H -1.58917 2.59358 -5.18415 0.1 -0.1 0.0
H -2.70227 4.30518 4.16365 -0.1 0.0 0.1
H 4.29013 -1.72992 -1.16275 0.1 0.0 0.0
H 4.52603 5.06148 3.09255 0.1 0.1 0.1
H 2.61153 -0.48302 4.13575 0.1 0.1 0.1
H -3.13837 0.96038 0.14425 -0.2 -0.2 0.0
H -1.86567 0.61048 2.16415 -0.1 0.1 0.1
H 2.08323 4.77888 3.30825 -0.1 0.1 0.1
H 4.14123 -3.98932 2.22495 0.1 -0.1 0.0
H -5.51967 1.25858 -0.12845 0.0 0.1 0.0
H 0.86093 3.32258 1.76155 -0.1 0.0 0.0
H -2.91127 -5.86092 -0.88765 -0.1 0.0 0.0
H 3.96693 -3.16082 -5.17195 0.0 -0.1 -0.1
H 3.89843 -2.59002 4.23785 0.1 0.0 0.1
H -3.33437 3.22568 -0.60415 0.0 0.1 0.1
H -6.93057 -0.70002 -0.84755 -0.1 -0.1 0.0
H 3.09413 -3.31992 0.11595 0.0 0.0 0.0
H 2.55743 0.91858 -1.93445 0.0 0.0 0.2
H -0.24167 -1.27052 5.04675 0.0 -0.1 0.0
H -0.71127 -7.01242 -1.00405 -0.1 -0.1 0.0
H 0.48853 -1.66062 -3.16275 0.1 -0.1 -0.2
H -4.04537 -4.06282 -0.98015 0.3 0.2 0.0
H -5.77397 -2.88532 -1.14955 -0.1 -0.1 0.0
H 1.35193 -5.57002 -0.97075 0.1 0.0 0.0
H 4.57063 2.38418 -0.22275 0.1 -0.1 -0.1
H 5.31963 -2.73272 -3.15465 0.1 0.0 0.0
H -1.68917 -2.29832 4.94045 0.0 0.0 -0.1
H 0.80463 2.31268 -1.94195 0.1 0.1 0.2
H 5.75083 3.85428 1.31935 0.1 0.0 0.0
H -0.08467 -3.01382 4.72785 0.0 0.0 0.0
H 0.52423 3.44818 -0.59715 0.0 -0.3 -0.2
H 1.56503 -2.60592 -5.19465 -0.1 0.0 -0.1
H -0.63287 1.27778 -3.32715 0.1 0.0 -0.1
H -4.20667 4.58168 -2.44265 -0.1 0.0 0.0
H -3.32597 4.28508 -4.72665 0.0 0.0 -0.1
```
Positions in Å, forces in eV/Å.

Results
charge	+4
multiplicity	5
lowest unoccupied orbital energy (spin up / spin down)	-10.6 / -13.3	eV
expectation value of S²	6.04
DFT total energy	-2747.05090	a.u.
ΔE to the lowest compared entry with this formula, charge and spin	39.5	kJ/mol